1.
A structure of composition C39H29Cl3N2O9PRhSbSi. Source: the OMol25 dataset; level of theory: ωB97M-V with the def2-TZVPD basis set.

Largest force on an atom in eV Å⁻¹: 0.380
Lowest unoccupied orbital energy in eV: 1.67
HOMO level in eV: -5.7
Total charge: -1

Each line ends with the Löwdin charge.
Element x y z (Å)
Rh  -1.320  0.495  -0.598  0.7876
O  2.294  0.607  -2.540  0.0491
C  1.127  0.757  -2.243  -0.6944
O  0.510  0.051  -1.337  -0.2512
C  0.294  1.828  -2.978  -0.2395
P  -1.163  2.215  -1.980  0.9335
C  -2.500  2.836  -3.013  -0.3519
C  -2.271  3.429  -4.252  -0.0821
C  -3.341  3.886  -5.003  -0.0835
C  -4.636  3.761  -4.515  -0.0800
C  -4.866  3.171  -3.282  -0.0605
C  -3.800  2.698  -2.528  -0.1215
C  -0.683  3.546  -0.844  -0.3085
C  -1.660  4.323  -0.222  -0.0785
C  -1.310  5.210  0.784  -0.0697
C  0.018  5.325  1.176  -0.0770
C  0.993  4.551  0.565  -0.0742
C  0.647  3.657  -0.438  -0.0739
H  -0.051  1.371  -3.908  0.0565
H  0.920  2.684  -3.220  0.1000
H  -1.261  3.525  -4.633  0.1046
H  -3.167  4.340  -5.970  0.1008
H  -5.469  4.120  -5.106  0.1012
H  -5.873  3.063  -2.903  0.1116
H  -3.978  2.203  -1.577  0.0528
H  -2.699  4.233  -0.517  0.0976
H  -2.081  5.790  1.272  0.1020
H  0.289  6.011  1.967  0.1029
H  2.027  4.630  0.876  0.1055
H  1.417  3.043  -0.890  0.1052
O  -1.242  -1.697  2.895  0.0337
C  -1.465  -0.840  2.052  -0.5753
O  -1.119  -0.955  0.813  -0.2286
C  -2.214  0.412  2.499  -0.0280
C  -2.187  0.675  3.852  0.0727
C  -2.848  1.777  4.381  -0.1399
C  -3.573  2.623  3.572  0.0737
C  -3.631  2.344  2.226  -0.0676
C  -2.940  1.264  1.615  -0.2676
O  -3.006  1.121  0.337  -0.2239
N  -4.416  3.259  1.407  -0.3392
O  -5.065  2.798  0.490  0.0820
O  -4.395  4.445  1.705  0.0508
N  -2.787  2.049  5.811  -0.3634
O  -3.400  3.015  6.234  0.0528
O  -2.121  1.305  6.506  0.0705
H  -1.652  -0.010  4.494  0.1320
H  -4.081  3.487  3.975  0.1315
C  2.489  -5.635  4.073  -0.1107
C  3.526  -5.444  3.168  -0.1040
C  3.453  -4.420  2.234  -0.1222
C  2.348  -3.572  2.194  -0.3925
C  1.313  -3.767  3.109  -0.1351
C  1.383  -4.798  4.041  -0.0936
Sb  2.093  -1.975  0.773  1.5666
C  4.179  -1.851  0.220  -0.3872
C  4.943  -0.852  0.820  -0.1494
C  6.296  -0.714  0.539  -0.1052
C  6.908  -1.575  -0.361  -0.1088
C  6.159  -2.571  -0.972  -0.0966
C  4.807  -2.706  -0.683  -0.1322
C  1.563  -3.288  -0.839  -0.3853
C  1.740  -2.866  -2.156  -0.1491
C  1.361  -3.678  -3.216  -0.0978
C  0.789  -4.920  -2.974  -0.1161
C  0.604  -5.347  -1.667  -0.1135
C  0.992  -4.536  -0.607  -0.1329
H  2.545  -6.435  4.801  0.0919
H  4.392  -6.096  3.189  0.0935
H  4.267  -4.280  1.531  0.0860
H  0.440  -3.122  3.085  0.0641
H  0.570  -4.943  4.742  0.0986
H  4.477  -0.164  1.519  0.0837
H  6.871  0.069  1.019  0.0942
H  7.961  -1.466  -0.589  0.0928
H  6.628  -3.244  -1.680  0.0961
H  4.237  -3.488  -1.171  0.0929
H  2.179  -1.895  -2.359  0.0831
H  1.503  -3.334  -4.233  0.0999
H  0.484  -5.550  -3.801  0.0940
H  0.155  -6.313  -1.469  0.0965
H  0.840  -4.884  0.409  0.0927
Cl  -2.011  -2.786  -1.658  0.3558
Si  -2.395  -0.825  -2.034  -0.6769
Cl  -4.438  -0.593  -1.960  0.3044
Cl  -1.916  -0.562  -4.039  0.2915



2.
A structure of composition C39H30ClFN5O6PS4Sc. Source: the OMol25 dataset; level of theory: ωB97M-V with the def2-TZVPD basis set.

Largest force on an atom in eV Å⁻¹: 0.607
Lowest unoccupied orbital energy in eV: 2.27
HOMO level in eV: -4.7
Energy above the lowest of the compared OMol25 structures with the same formula, charge and spin in kcal per mole: 6.0
Total charge: -1

Each line ends with the Löwdin charge.
Element x y z (Å)
Sc  -1.313  -0.973  -0.131  0.5773
Cl  -1.174  -1.915  3.471  0.7234
C  0.364  -1.306  4.004  -0.6301
C  0.982  -1.975  5.051  -0.1124
C  2.206  -1.523  5.521  -0.0854
C  2.795  -0.410  4.943  -0.0790
C  2.163  0.241  3.895  -0.0911
C  0.935  -0.189  3.395  -0.3448
P  0.081  0.655  1.992  1.0901
C  -0.671  2.078  2.876  -0.3415
C  0.071  2.970  3.648  -0.0934
C  -0.547  4.028  4.288  -0.0873
C  -1.923  4.207  4.164  -0.0947
C  -2.668  3.322  3.406  -0.0773
C  -2.045  2.259  2.763  -0.1013
C  1.505  1.442  1.160  -0.3661
C  2.611  0.664  0.808  -0.1021
C  3.648  1.210  0.076  -0.0755
C  3.588  2.535  -0.337  -0.0895
C  2.480  3.303  -0.022  -0.0868
C  1.440  2.758  0.720  -0.1026
H  0.503  -2.841  5.485  0.1013
H  2.695  -2.044  6.335  0.1016
H  3.752  -0.051  5.300  0.1016
H  2.648  1.092  3.436  0.1010
H  1.143  2.841  3.742  0.1004
H  0.038  4.719  4.882  0.0981
H  -2.406  5.038  4.664  0.0964
H  -3.739  3.452  3.309  0.1024
H  -2.622  1.550  2.178  0.0291
H  2.646  -0.380  1.096  0.0999
H  4.489  0.589  -0.206  0.1087
H  4.390  2.953  -0.932  0.1024
H  2.408  4.326  -0.369  0.1014
H  0.572  3.366  0.948  0.1061
S  -3.377  -0.758  1.280  0.5425
C  -4.366  0.014  0.037  -0.7029
C  -5.369  0.904  0.431  -0.1563
C  -6.157  1.568  -0.493  -0.1227
C  -5.948  1.349  -1.851  -0.1191
C  -4.963  0.467  -2.256  -0.1387
C  -4.164  -0.214  -1.336  -0.6887
S  -2.929  -1.332  -1.930  0.6164
H  -5.518  1.068  1.492  0.0911
H  -6.926  2.254  -0.157  0.0886
H  -6.550  1.866  -2.589  0.0890
H  -4.785  0.295  -3.311  0.0917
F  4.885  -2.631  -1.194  0.0900
C  4.292  -3.482  -0.349  -0.1819
C  2.980  -3.396  -0.087  0.0679
N  2.359  -4.262  0.788  0.0362
C  0.946  -4.175  1.180  -0.0085
C  0.215  -2.981  0.600  -0.6562
O  -0.893  -3.150  0.033  -0.0656
O  0.698  -1.833  0.757  -0.1290
C  3.065  -5.258  1.430  -0.4780
O  2.559  -6.017  2.233  0.0735
N  4.406  -5.323  1.108  0.2105
C  5.136  -4.493  0.262  -0.4073
O  6.326  -4.656  0.093  0.0829
H  2.380  -2.638  -0.574  0.1101
H  0.909  -4.057  2.266  0.1339
H  0.439  -5.100  0.922  0.1408
H  4.928  -6.046  1.579  0.1637
N  -1.702  -0.362  -7.816  0.0857
C  -1.008  -0.314  -6.604  -0.3231
C  -0.100  0.710  -6.352  -0.0358
C  0.605  0.741  -5.160  -0.0756
C  0.412  -0.258  -4.215  -0.2942
C  -0.482  -1.293  -4.468  -0.0716
C  -1.184  -1.322  -5.655  -0.0244
S  1.241  -0.194  -2.669  0.5763
O  1.661  -1.535  -2.340  -0.3013
O  2.229  0.852  -2.763  -0.3016
N  0.106  0.151  -1.599  -0.1931
C  -0.577  1.309  -1.527  -0.7427
S  -0.438  2.769  -2.445  1.0624
C  -1.788  3.410  -1.567  -0.3859
C  -2.242  2.511  -0.666  -0.2232
N  -1.545  1.331  -0.636  -0.0593
H  -1.829  0.534  -8.258  0.0810
H  -2.564  -0.882  -7.779  0.0828
H  0.050  1.486  -7.093  0.1069
H  1.312  1.532  -4.952  0.1044
H  -0.630  -2.068  -3.729  0.0998
H  -1.891  -2.121  -5.843  0.1137
H  -2.165  4.396  -1.777  0.0565
H  -3.090  2.643  -0.010  0.1084



- Which of these has the lowest HOMO level?
  C39H29Cl3N2O9PRhSbSi